No. 1
Entry from the OMol25 dataset: a single C5H6N2O molecule at a distorted geometry (wB97M-V/def2-TZVPD).

```
14
Properties=species:S:1:pos:R:3:nbo_charge:R:1
C 2.247 0.107 -0.265 -0.591
C 0.775 0.276 -0.052 -0.440
C -0.021 -0.971 0.120 0.170
C -2.121 -0.178 0.610 0.211
N -1.265 -1.205 0.382 -0.463
N -3.070 -0.019 -0.237 -0.618
C 0.208 1.445 -0.068 0.770
O -0.274 2.515 -0.069 -0.413
H -2.954 -0.761 -0.935 0.332
H 0.580 -1.888 -0.020 0.187
H -2.009 0.471 1.495 0.179
H 2.809 0.806 0.365 0.225
H 2.505 0.305 -1.311 0.221
H 2.590 -0.902 -0.017 0.230
```

Calculated values
Largest force on an atom ... 3.46 eV/A
SMILES string ... [H]/N=C\N=C/C(C)=C=O
DFT total energy ... -10307.8377 eV
Energy above the lowest of the compared OMol25 structures with the same formula, charge and spin ... 170.4 kJ/mol
HOMO-LUMO gap ... 9.457 eV



No. 2
Entry from the OMol25 dataset: a single C5H6N2O molecule at a distorted geometry (wB97M-V/def2-TZVPD).

```
14
Properties=species:S:1:pos:R:3:nbo_charge:R:1
C -0.846 -1.335 0.283 0.150
C 1.546 -0.267 -1.324 0.131
C 1.459 0.186 1.035 0.041
C -0.831 0.054 0.269 0.252
C -1.944 0.658 -0.482 -0.636
N -0.727 -2.477 0.108 -0.301
N 2.049 -0.023 -0.225 -0.439
O 0.143 0.748 0.939 -0.470
H 2.033 -0.311 -2.213 0.166
H 1.590 -0.632 1.742 0.207
H 2.183 0.782 1.625 0.213
H -1.619 1.680 -0.851 0.236
H -2.835 0.923 0.289 0.220
H -2.200 0.014 -1.195 0.229
```

Calculated values
Largest force on an atom ... 7.40 eV/A
DFT total energy ... -10304.4316 eV
Energy above the lowest of the compared OMol25 structures with the same formula, charge and spin ... 499.0 kJ/mol
HOMO-LUMO gap (spin up / spin down) ... 7.841 / 7.789 eV



No. 3
Entry from the OMol25 dataset: a single C5H6N2O molecule at a distorted geometry (wB97M-V/def2-TZVPD).

```
14
Properties=species:S:1:pos:R:3:nbo_charge:R:1
C -2.132 -1.188 0.210 -0.631
C -1.391 0.124 -0.111 -0.053
C -2.116 1.238 -0.140 -0.340
C 0.163 0.133 0.004 0.429
C 2.108 -0.611 -0.069 0.282
H -1.931 -1.882 -0.640 0.215
H -3.183 -1.109 0.317 0.223
H -1.727 -1.740 0.990 0.219
H -3.218 1.354 -0.109 0.208
H -1.624 2.160 -0.283 0.206
H 2.935 -1.378 -0.198 0.210
N 0.965 1.158 0.156 -0.273
N 2.197 0.660 0.160 -0.289
O 0.853 -1.038 -0.207 -0.406
```

Calculated values
Largest force on an atom ... 3.63 eV/A
SMILES string ... C=C(C)c1nnco1
DFT total energy ... -10307.9260 eV
Energy above the lowest of the compared OMol25 structures with the same formula, charge and spin ... 161.9 kJ/mol
HOMO-LUMO gap ... 10.130 eV



No. 4
Entry from the OMol25 dataset: a 2-piece molecular cluster, C5H6N2O overall at a distorted geometry (wB97M-V/def2-TZVPD).

```
14
Properties=species:S:1:pos:R:3:nbo_charge:R:1
C -0.938 -1.153 -1.445 -0.451
C 0.366 -0.113 0.239 0.081
C 0.298 1.162 -0.227 -0.394
C 0.914 1.986 0.934 0.671
C 0.927 -0.139 1.534 0.113
H -2.049 -1.138 -1.161 0.204
H -0.752 0.005 -2.009 0.212
H -0.837 -2.016 -2.254 0.219
H -1.035 -1.955 0.700 0.335
H -0.132 1.806 -1.005 0.248
H 1.009 -1.179 2.045 0.207
N -0.029 -1.347 -0.252 -0.531
N 1.502 0.936 1.817 -0.436
O 0.756 3.146 1.085 -0.478
```

Calculated values
Largest force on an atom ... 5.17 eV/A
DFT total energy ... -10304.6616 eV
Energy above the lowest of the compared OMol25 structures with the same formula, charge and spin ... 476.8 kJ/mol
HOMO-LUMO gap ... 8.192 eV